No. 1
Computed, not measured: C39H46P2W as an isolated structure, with the ωB97M-V functional and the def2-TZVPD basis.

Atoms and positions in Å:
W: 0.1608 -0.2936 -2.8863
C: -0.1283 1.1068 -4.3874
C: -1.2303 -0.3886 -4.4588
C: -1.0602 -1.0103 -5.8949
C: 0.1402 -1.9507 -5.7588
C: 0.5320 -1.8207 -4.2231
C: 1.7401 -0.1882 -4.1800
C: 1.7947 0.3229 -5.6877
C: 0.5608 1.2325 -5.7925
C: 1.5035 -1.3071 -1.5704
H: -0.8744 1.8945 -4.2212
H: -2.2068 0.1104 -4.3352
H: -1.0521 -0.3338 -6.7459
H: -1.9525 -1.6369 -6.0103
H: -0.2403 -2.9798 -5.8034
H: 0.9309 -1.8708 -6.5141
H: 1.2420 -2.5948 -3.9236
H: 2.6864 -0.6459 -3.8914
H: 1.9389 -0.4116 -6.4804
H: 2.6904 0.9648 -5.6901
H: 0.9180 2.2654 -5.8240
H: -0.0655 1.1010 -6.6761
H: 2.0146 -0.6215 -0.8749
H: 2.3022 -1.8881 -2.0576
H: 0.9645 -2.0286 -0.9310
P: -4.6153 -0.3139 -0.7238
P: 4.3763 1.2393 0.1986
C: -0.8934 -1.7095 -3.7245
C: 1.2040 1.0981 -3.6557
C: -5.1057 -1.9752 -1.0446
C: -4.7988 -2.6205 -2.2701
C: -5.0836 -3.9814 -2.4058
C: -5.6471 -4.6978 -1.3408
C: -5.9400 -4.0610 -0.1287
C: -5.6628 -2.7101 0.0385
C: -5.5943 0.5513 -1.9176
C: -5.0328 1.7520 -2.4620
C: -5.7796 2.5130 -3.3423
C: -7.0836 2.1396 -3.6916
C: -7.6574 0.9766 -3.1289
C: -6.9230 0.1985 -2.2377
C: 5.3817 0.3211 -0.9160
C: 5.0080 -1.0147 -1.2322
C: 5.6078 -1.6283 -2.3232
C: 6.6644 -0.9997 -3.0009
C: 7.1443 0.2483 -2.5632
C: 6.5252 0.9072 -1.5145
C: 3.6789 2.4130 -0.9506
C: 2.9588 3.5082 -0.3845
C: 2.4088 4.4852 -1.1929
C: 2.5482 4.4214 -2.5849
C: 3.2567 3.3585 -3.1558
C: 3.7801 2.3408 -2.3591
H: -1.5817 -2.5165 -3.8537
H: 1.7710 1.9981 -3.7892
H: -4.3554 -2.0574 -3.0857
H: -4.8650 -4.4837 -3.3478
H: -5.8589 -5.7648 -1.4579
H: -6.3858 -4.6262 0.6937
H: -5.8704 -2.1938 0.9738
H: -4.0231 2.0406 -2.1730
H: -5.3484 3.4251 -3.7728
H: -7.6612 2.7388 -4.3877
H: -8.6688 0.6928 -3.3932
H: -7.3740 -0.6958 -1.7961
H: 4.2329 -1.5062 -0.6520
H: 5.2555 -2.6110 -2.6486
H: 7.1248 -1.4880 -3.8566
H: 8.0034 0.7045 -3.0619
H: 6.8768 1.8788 -1.1639
H: 2.8808 3.5734 0.7057
H: 1.8712 5.3276 -0.7494
H: 2.0883 5.1696 -3.2321
H: 3.3035 3.2642 -4.2450
H: 4.2260 1.4673 -2.8408
C: -0.4889 2.6206 0.7837
C: -0.2369 1.1806 0.2896
C: -0.9664 0.2261 1.2451
C: -0.6133 0.9960 -1.1927
H: -1.5241 2.9373 0.5880
H: 0.1827 3.3406 0.3024
H: -0.3251 2.7019 1.8722
H: 0.8372 0.9870 0.3853
H: -2.0622 0.3154 1.1575
H: -0.6935 -0.8188 1.0592
H: -0.7134 0.4507 2.2952
H: -1.6989 0.7686 -1.2695
H: -0.4211 1.9699 -1.7012

Output
⟨S²⟩: 2.009
Relative energy (zero: lowest compared OMol25 entry of this formula, charge and spin) in kJ/mol: 635.0
Electronic energy in eV: -61562.9568
Gap between HOMO and LUMO (alpha / beta) in Eh: 0.123 / 0.141
Total charge: +2
2S+1: 3

No. 2
Computed, not measured: C39H47F4HgN4O3 as an isolated structure, with the ωB97M-V functional and the def2-TZVPD basis.

Atoms and positions in Å:
Hg: 0.7362 -0.2742 -0.5794
C: -3.2082 2.2854 2.9460
C: -2.6649 1.8077 1.5932
N: -1.2206 1.8359 1.4569
C: -0.6133 3.1420 1.6248
C: -1.1289 4.1415 0.5960
C: -0.5999 0.7135 2.1477
C: 0.8974 0.7869 2.3195
N: 1.6251 0.8391 1.0565
C: 2.8433 1.4114 1.0254
C: 3.5662 1.5464 -0.2032
F: 3.0068 1.1153 -1.3405
C: 4.8148 2.1001 -0.3052
F: 5.3938 2.1490 -1.5247
C: 5.5053 2.6164 0.7795
C: 4.8385 2.5238 1.9770
F: 5.4346 3.0017 3.0991
C: 3.5864 1.9596 2.1157
F: 3.1265 1.9247 3.3965
H: -4.2851 2.1038 3.0018
H: -3.0400 3.3558 3.0866
H: -2.7354 1.7566 3.7758
H: -3.1121 2.4135 0.8011
H: -2.9892 0.7777 1.4200
H: 0.4567 3.0261 1.4580
H: -0.7432 3.5493 2.6459
H: -1.0424 3.6970 -0.3983
H: -0.5201 5.0483 0.6246
H: -2.1681 4.4329 0.7783
H: -0.8477 -0.1919 1.5890
H: -1.0046 0.5776 3.1649
H: 1.1802 -0.1086 2.8914
H: 1.1152 1.6458 2.9441
H: 6.4915 3.0442 0.6926
C: 1.3968 3.7946 -3.8291
C: 0.6155 2.5199 -3.5466
O: 0.3021 2.3063 -2.3353
C: 0.2530 1.6987 -4.6490
C: 0.3549 2.1833 -5.9990
C: -0.0640 1.4514 -7.0897
C: -0.6098 0.1734 -6.9384
C: -0.6886 -0.3534 -5.6339
C: -0.2764 0.3607 -4.5400
O: -0.3788 -0.2666 -3.3064
H: 1.7880 4.1537 -2.8777
H: 0.7557 4.5770 -4.2560
H: 2.2283 3.6300 -4.5201
H: 0.7348 3.1843 -6.1611
H: 0.0260 1.8841 -8.0819
H: -0.9344 -0.4066 -7.7932
H: -1.0686 -1.3546 -5.4611
N: 1.8738 -0.8962 -3.3066
C: 0.8198 -0.6219 -2.6675
H: 1.7238 -0.7720 -4.3151
C: -5.9894 -0.7201 -1.8031
C: -4.5221 -0.5814 -1.4969
C: -3.8259 0.5792 -1.7973
C: -2.4837 0.6849 -1.4538
N: -1.8340 -0.2972 -0.8414
C: -2.4773 -1.4333 -0.5874
C: -3.8194 -1.6135 -0.8860
H: -6.3471 0.1170 -2.4029
H: -6.5719 -0.7492 -0.8794
H: -6.1916 -1.6447 -2.3471
H: -4.3179 1.4043 -2.2994
H: -1.8840 1.5629 -1.6768
H: -1.8800 -2.2114 -0.1229
H: -4.3059 -2.5519 -0.6431
C: 3.7765 -1.6321 0.7672
C: 3.1694 -2.9628 1.2076
C: 2.6729 -3.7499 -0.0074
C: 2.1353 -2.8215 2.3189
C: 2.6116 -2.8965 3.6224
C: 1.7736 -2.9628 4.7276
C: 0.4116 -3.0899 4.4837
C: -0.1207 -3.0160 3.2035
C: -1.5861 -3.3998 3.0390
C: -2.5356 -2.2245 2.8138
C: -1.7666 -4.4552 1.9412
C: 0.7273 -2.6857 2.0872
O: 0.2354 -2.3563 0.9333
H: 4.6009 -1.7919 0.0647
H: 4.1524 -1.0667 1.6235
H: 3.0362 -1.0221 0.2594
H: 3.9814 -3.5494 1.6533
H: 1.9068 -3.1963 -0.5460
H: 2.2404 -4.7062 0.3006
H: 3.5067 -3.9462 -0.6877
H: 3.6891 -2.9256 3.7702
H: 2.1703 -2.9864 5.7355
H: -0.2644 -3.2866 5.3133
H: -1.8763 -3.8685 3.9864
H: -2.2998 -1.7254 1.8807
H: -2.4516 -1.4956 3.6226
H: -3.5756 -2.5684 2.7661
H: -1.3696 -4.0815 0.9980
H: -2.8251 -4.7076 1.8140
H: -1.2228 -5.3685 2.1957

Output
⟨S²⟩: 0.775
Relative energy (zero: lowest compared OMol25 entry of this formula, charge and spin) in kJ/mol: 22.4
Electronic energy in eV: -68352.3456
Gap between HOMO and LUMO (alpha / beta) in Eh: 0.133 / 0.225
Total charge: -2
2S+1: 2

No. 3
Computed, not measured: C39H47GeN4O4TeW as an isolated structure, with the ωB97M-V functional and the def2-TZVPD basis.

Atoms and positions in Å:
W: 0.4438 -0.5132 -0.6886
C: -2.1547 -2.5941 0.4401
C: -1.4605 -0.5128 1.9955
C: -1.9152 0.8167 1.5309
C: -2.1264 1.8785 2.3395
C: -2.9622 2.9255 1.9126
C: -3.6649 2.7939 0.7001
C: -3.5916 1.7036 -0.1180
C: -4.4487 1.6798 -1.3541
C: -5.5493 0.6146 -1.3314
C: -2.6699 0.5616 0.2745
N: -1.7014 0.1753 -0.7817
C: -2.2081 -0.2327 -1.9240
C: -1.3524 -0.5187 -2.9818
C: -1.5552 -0.8597 -4.3197
C: -0.2938 -0.8972 -4.9036
C: 0.6300 -0.6035 -3.9001
N: 0.0084 -0.3736 -2.7343
H: -1.4487 -3.2924 0.8763
H: -1.7476 -2.2594 -0.4983
H: -3.0734 -3.1492 0.2426
H: 0.5778 -0.3278 2.0587
H: -1.5701 -0.5127 3.0680
H: -1.6923 1.9025 3.3337
H: -3.1115 3.7991 2.5336
H: -4.3287 3.6009 0.4081
H: -3.8365 1.5818 -2.2532
H: -4.9106 2.6635 -1.4426
H: -5.1568 -0.3933 -1.1811
H: -6.1169 0.6293 -2.2625
H: -6.2407 0.8038 -0.5097
H: -3.2779 -0.3529 -2.0439
H: -2.5075 -1.0319 -4.7999
H: -0.0548 -1.1071 -5.9342
H: 1.7072 -0.5688 -3.9786
C: -0.4823 -0.6732 5.1489
C: -0.3240 -2.1626 4.8739
C: -0.8684 -2.7613 3.5341
C: -0.6101 -4.2899 3.6787
C: -0.9818 -5.1871 2.5096
C: -2.4443 -2.6003 3.5704
O: -2.9958 -3.0310 4.5620
N: -3.1728 -2.0621 2.5466
C: -2.5364 -1.4729 1.3930
O: -3.4415 -0.6068 0.6879
N: -0.1056 -0.9750 1.6755
C: 0.1293 -2.2214 2.4452
O: 1.1987 -2.7391 2.3291
H: -0.0763 -0.4483 6.1356
H: -1.5315 -0.3662 5.1611
H: 0.0647 -0.0405 4.4395
H: -0.8416 -2.7159 5.6553
H: 0.7299 -2.4388 4.9284
H: -1.1781 -4.5886 4.5582
H: 0.4439 -4.4184 3.9169
H: -2.0355 -5.0940 2.2355
H: -0.8113 -6.2283 2.7862
H: -0.3695 -4.9925 1.6258
H: -4.1786 -2.0737 2.6341
Ge: 2.9053 0.1568 -1.2272
C: 3.0015 1.9974 -1.9239
C: 2.2853 2.4305 -3.0405
C: 2.3971 3.7355 -3.5039
C: 3.2327 4.6369 -2.8576
C: 3.9690 4.2212 -1.7570
C: 3.8554 2.9120 -1.3018
C: 4.0761 -0.8688 -2.4298
C: 5.3973 -0.4161 -2.4962
C: 6.3371 -1.0442 -3.2992
C: 5.9702 -2.1375 -4.0731
C: 4.6611 -2.5916 -4.0367
C: 3.7289 -1.9582 -3.2225
H: 3.6756 0.2188 0.1131
H: 1.6210 1.7533 -3.5588
H: 1.8319 4.0485 -4.3740
H: 3.3202 5.6542 -3.2189
H: 4.6411 4.9112 -1.2598
H: 4.4559 2.6050 -0.4495
H: 5.7107 0.4406 -1.9074
H: 7.3569 -0.6799 -3.3218
H: 6.7008 -2.6286 -4.7034
H: 4.3609 -3.4383 -4.6422
H: 2.7093 -2.3356 -3.2359
C: 0.2821 3.8205 0.7903
C: 1.0803 3.1566 1.9229
C: 1.6593 1.9285 1.2632
O: 0.6190 1.4840 0.3433
C: 0.0372 2.7135 -0.2341
H: 0.8478 4.6303 0.3323
H: -0.6556 4.2317 1.1559
H: 0.4350 2.8853 2.7560
H: 1.8725 3.7985 2.3047
H: 1.9094 1.1056 1.9315
H: 2.5464 2.1758 0.6919
H: -1.0097 2.5041 -0.4205
H: 0.5468 2.9019 -1.1707
Te: 1.4082 -2.8011 -0.7432

Output
⟨S²⟩: 2.437
Relative energy (zero: lowest compared OMol25 entry of this formula, charge and spin) in kJ/mol: 523.3
Electronic energy in eV: -120983.1549
Gap between HOMO and LUMO (alpha / beta) in Eh: 0.235 / 0.247
Total charge: +1
2S+1: 3

> Number 1 is which compound?

C39H46P2W

> Which value of electronic energy does entry 3 give?

-120983.1549 eV

> Which value of relative energy (zero: lowest compared OMol25 entry of this formula, charge and spin) does entry 3 give?

523.3 kJ/mol